{"formula": "C26H59GeN6O6STi", "method": "wB97M-V/def2-TZVPD", "symbols": ["Ge", "Ti", "S", "O", "O", "O", "O", "O", "O", "N", "N", "N", "N", "N", "N", "C", "C", "C", "C", "C", "C", "C", "C", "C", "C", "C", "C", "C", "C", "C", "C", "C", "C", "C", "C", "C", "C", "C", "C", "C", "C", "H", "H", "H", "H", "H", "H", "H", "H", "H", "H", "H", "H", "H", "H", "H", "H", "H", "H", "H", "H", "H", "H", "H", "H", "H", "H", "H", "H", "H", "H", "H", "H", "H", "H", "H", "H", "H", "H", "H", "H", "H", "H", "H", "H", "H", "H", "H", "H", "H", "H", "H", "H", "H", "H", "H", "H", "H", "H", "H"], "xyz": [[2.5600, 1.8541, 0.8394], [0.5208, 0.2717, -0.5934], [-1.4396, 1.1970, -3.2456], [2.3890, 0.0820, 1.3260], [-3.0175, -1.3013, -1.3596], [-1.6000, 0.3063, -0.7679], [2.2926, 1.1829, -0.9991], [0.5704, 1.8428, 0.7293], [0.6006, -1.0730, -1.8763], [-3.4959, -4.7113, -2.8221], [-0.2940, -1.1053, 0.9567], [-3.4656, 2.8456, -2.6530], [-3.6064, -3.9100, -0.6779], [-1.8525, 3.6529, -4.1338], [-3.8615, -6.1729, -1.0735], [-2.7193, 4.5175, -4.9420], [-3.6582, -4.9277, -1.5116], [-0.9473, 3.5327, -0.0435], [0.4521, 3.9152, 1.9971], [-1.3805, 2.2211, 2.0510], [-4.2392, 1.7399, -2.0884], [-2.1156, -0.8604, -0.6424], [2.1284, -0.5583, 3.6307], [-3.8696, -2.6108, 1.3768], [-1.5316, -1.7359, 0.4799], [0.9769, -2.1248, -2.5413], [-3.8390, -4.0060, 0.7607], [3.3750, -1.9752, 1.9752], [3.0098, 3.1184, -2.2439], [0.1952, -2.5082, -3.7480], [3.1686, 1.6142, -2.0623], [3.0629, -0.5533, 2.4255], [-3.9436, 4.1718, -2.2579], [2.7334, 0.8815, -3.3222], [2.2643, -2.7792, -2.1823], [4.5998, 1.2488, -1.6943], [-2.5064, -1.9711, 1.6462], [-0.4614, 3.6638, -4.5896], [-2.3442, 2.6783, -3.3522], [-0.3151, 2.8831, 1.1829], [4.3575, 0.1733, 2.7706], [2.6090, -1.0013, 4.5029], [-4.2310, 1.8211, -1.0008], [-1.9306, 1.4793, 1.4677], [-1.6131, 4.3444, 0.2530], [-2.4672, 5.5630, -4.7704], [2.1292, -3.8286, -1.9024], [-0.3557, 3.1384, -5.5406], [1.9630, 3.3654, -2.4368], [2.8432, -0.1958, -3.2004], [0.3950, -1.7817, 1.2760], [5.2790, 1.5029, -2.5085], [-3.9770, -6.3631, -0.0945], [4.6793, 0.1789, -1.4998], [2.4596, -2.4921, 1.6748], [1.6824, 1.0993, -3.5418], [-0.2385, 4.6661, 2.3821], [-3.3825, -3.7741, -3.1692], [-1.2543, -2.6831, 0.0070], [-2.0916, 2.9572, 2.4261], [3.3329, 3.6645, -1.3559], [-3.8252, 0.7777, -2.3701], [-0.1715, 3.9461, -0.6922], [4.9003, -0.3745, 3.5414], [-4.3793, -2.6905, 2.3376], [0.6851, -2.1817, -4.6733], [4.0516, -1.9603, 1.1206], [-4.8427, 4.4537, -2.8048], [3.6090, 3.4663, -3.0853], [-1.9722, -2.5792, 2.3828], [-4.7997, -4.4978, 0.9348], [0.1874, 3.2115, -3.8451], [1.2248, -1.1360, 3.4214], [0.9484, 3.4511, 2.8514], [-4.1822, 4.1304, -1.1959], [-2.5513, 4.2790, -5.9933], [0.0858, -3.5927, -3.8284], [-5.2667, 1.8162, -2.4453], [-2.6805, -1.0031, 2.1274], [-3.5111, -5.4651, -3.4862], [-0.7948, -2.0497, -3.7142], [1.2036, 4.4278, 1.3957], [2.9662, -2.7796, -3.0228], [-0.9136, 1.7362, 2.9107], [4.9342, 1.7939, -0.8093], [2.7299, -2.2585, -1.3450], [-4.4926, -1.9638, 0.7570], [-3.0549, -4.6106, 1.2306], [-3.1650, 4.9132, -2.4146], [-3.7655, 4.3532, -4.7150], [3.8389, -2.5523, 2.7751], [-3.4506, -2.9536, -1.0512], [1.8352, 0.4617, 3.8860], [5.0044, 0.2486, 1.8944], [-0.4775, -0.4863, 1.7468], [4.1696, 1.1776, 3.1545], [3.3372, 1.1969, -4.1725], [-0.1667, 4.7028, -4.7282], [-1.5225, 2.7902, -0.6022], [-3.9637, -6.9429, -1.7114]], "atomic_forces_ev_per_a": [[0.0, 0.1, 0.0], [0.3, -0.3, 0.4], [-0.2, 0.1, -0.1], [0.0, 0.0, -0.1], [-0.1, -0.2, 0.0], [0.0, 0.1, -0.1], [0.0, 0.3, 0.0], [0.0, 0.2, 0.1], [-0.1, -0.3, -0.2], [0.0, 0.0, -0.1], [0.1, 0.0, 0.1], [0.2, 0.0, -0.2], [0.0, 0.2, 0.0], [-0.1, -0.2, 0.0], [0.0, 0.0, 0.0], [0.0, 0.0, 0.0], [0.0, 0.0, 0.0], [0.0, 0.0, 0.0], [-0.1, 0.0, 0.0], [0.0, 0.0, 0.0], [0.0, 0.0, 0.0], [-0.1, 0.0, 0.0], [0.0, 0.0, 0.0], [0.0, 0.0, 0.0], [0.0, 0.0, 0.0], [0.0, 0.3, 0.0], [0.0, 0.0, 0.0], [0.0, 0.0, 0.0], [0.0, 0.0, 0.0], [-0.1, -0.1, 0.0], [-0.1, -0.1, 0.0], [-0.1, 0.0, -0.1], [0.1, 0.0, 0.0], [-0.1, 0.0, 0.0], [0.1, -0.1, 0.1], [0.0, 0.0, -0.1], [0.0, 0.0, 0.0], [0.0, 0.0, 0.0], [0.1, 0.0, 0.2], [0.0, -0.1, 0.0], [0.0, 0.0, 0.0], [0.0, 0.0, 0.0], [0.0, 0.0, 0.0], [0.0, 0.0, 0.0], [0.0, 0.0, 0.0], [0.0, 0.0, 0.0], [0.0, 0.0, 0.0], [0.0, 0.0, 0.0], [0.0, 0.0, 0.0], [0.0, 0.0, 0.0], [-0.1, 0.1, -0.1], [0.0, 0.0, 0.0], [0.0, 0.0, 0.0], [0.0, 0.0, 0.0], [0.0, 0.0, 0.0], [0.1, 0.0, 0.0], [0.0, 0.0, 0.0], [0.0, 0.0, 0.0], [0.0, 0.0, 0.0], [0.0, 0.0, 0.0], [0.0, 0.0, 0.0], [0.0, 0.0, 0.0], [0.0, 0.0, 0.0], [0.0, 0.0, 0.0], [0.0, 0.0, 0.0], [0.0, 0.0, 0.0], [0.0, 0.0, 0.0], [0.0, 0.0, 0.0], [0.0, 0.0, 0.0], [0.0, 0.0, 0.0], [0.0, 0.0, 0.0], [0.0, 0.0, 0.0], [0.0, 0.0, 0.0], [0.0, 0.0, 0.0], [0.0, 0.0, 0.0], [0.0, 0.0, 0.0], [0.0, 0.0, 0.0], [0.0, 0.0, 0.0], [0.0, 0.0, 0.0], [0.0, 0.0, 0.0], [0.0, 0.0, 0.0], [0.0, 0.0, 0.0], [0.0, 0.0, 0.0], [0.0, 0.0, 0.0], [0.0, 0.0, 0.0], [0.0, 0.0, 0.0], [0.0, 0.0, 0.0], [0.0, 0.0, 0.0], [0.0, 0.0, 0.0], [0.0, 0.0, 0.0], [0.0, 0.0, 0.0], [0.0, -0.1, 0.0], [0.0, 0.0, 0.0], [0.0, 0.0, 0.0], [0.1, 0.0, -0.1], [0.0, 0.0, 0.0], [0.0, 0.0, 0.0], [0.0, 0.0, 0.0], [0.0, 0.0, 0.0], [0.0, 0.0, 0.0]], "lumo_ev": [-4.093, -7.308], "max_force_ev_per_a": 0.56, "multiplicity": 4, "charge": 2, "gap_ev": [6.31, 5.47], "e_above_lowest_kcal_mol": 0.0}